Record 1
Computed, not measured: a cluster of 19 separate species, C40H128N10O19 in total at a distorted geometry, with ωB97M-V/def2-TZVPD.

Structure (XYZ):
```
197
Properties=species:S:1:pos:R:3:forces:R:3:lowdin_charge:R:1
O -1.257 -3.816 0.449 -0.32 -0.90 -0.29 -0.07
H -1.314 -2.869 0.574 0.07 0.96 -0.01 -0.04
H -0.435 -4.065 0.872 0.10 -0.40 0.10 -0.02
O 2.587 1.313 -2.988 0.51 -0.57 0.03 -0.05
H 2.310 1.886 -2.273 0.11 -0.03 0.14 -0.01
H 2.063 1.595 -3.738 -0.18 0.26 -0.10 0.00
O 0.570 5.824 0.858 -0.03 -0.22 -0.46 -0.04
H 1.508 5.722 1.018 0.29 0.01 0.14 0.04
H 0.250 6.319 1.612 -0.18 0.12 0.28 0.04
O 3.365 2.329 0.702 0.20 -0.24 0.60 -0.05
H 2.643 2.659 0.168 -0.47 0.22 -0.51 -0.01
H 4.152 2.546 0.202 0.26 0.07 -0.12 0.06
O 0.994 -4.293 2.087 -0.09 -0.05 0.16 -0.05
H 0.999 -3.353 2.268 0.15 0.64 0.31 0.03
H 1.633 -4.658 2.700 0.16 -0.12 0.24 0.07
O -3.077 0.150 -1.610 0.74 -0.49 0.21 -0.06
H -3.903 -0.308 -1.454 -0.57 -0.04 -0.14 -0.03
H -3.337 0.997 -1.973 0.15 0.56 -0.17 0.01
O 0.797 3.249 5.473 -0.57 0.02 0.85 -0.06
H 1.377 2.671 5.969 0.05 -0.08 0.22 0.02
H 1.154 3.243 4.585 0.06 0.28 -0.51 -0.04
O 2.107 2.909 3.238 -0.11 0.04 -0.02 -0.04
H 2.588 2.256 3.746 0.24 -0.31 -0.03 0.05
H 2.682 3.107 2.498 0.31 -0.08 -0.55 0.03
O 1.692 3.631 -1.248 0.34 -0.02 0.53 -0.04
H 1.096 4.333 -0.984 -0.27 0.32 0.42 0.03
H 1.365 3.347 -2.101 -0.21 -0.07 -0.75 -0.02
C 7.770 -2.880 0.548 -0.45 -0.82 -1.07 -0.04
C 7.356 -3.044 -0.961 -0.08 2.17 0.74 -0.40
C 6.528 -1.791 -1.373 0.86 -0.14 0.49 -0.21
O 5.239 -1.812 -0.810 -0.07 -0.31 -0.70 -0.20
C 4.342 -1.041 -1.574 -0.37 0.45 -0.27 -0.11
N 8.536 -3.026 -1.799 0.12 -0.53 -0.42 0.02
H 8.487 -2.062 0.620 -0.16 0.16 0.00 0.08
H 8.296 -3.786 0.847 -0.06 -0.07 0.28 0.07
H 6.918 -2.703 1.205 0.06 -0.06 0.04 0.05
H 6.794 -3.947 -1.200 -0.05 0.03 0.31 0.12
H 6.619 -1.602 -2.443 -0.84 -0.75 -0.47 0.12
H 7.000 -0.877 -1.014 0.60 0.15 0.58 0.12
H 4.216 -1.421 -2.588 -0.34 -0.60 0.03 0.08
H 4.671 -0.024 -1.787 0.41 0.36 0.54 0.08
H 3.398 -0.970 -1.033 0.01 -0.19 -0.17 0.07
H 9.064 -2.179 -1.646 0.14 0.12 0.07 0.07
H 9.119 -3.800 -1.513 0.34 -0.04 -0.17 0.07
C 0.396 -0.421 -0.839 0.79 0.66 -0.78 -0.03
C -0.098 -0.230 0.600 -0.18 0.49 -1.16 -0.35
C -0.494 1.222 0.902 0.06 0.00 0.72 -0.15
O -0.947 1.356 2.274 0.79 0.32 -0.75 -0.17
C -1.189 2.718 2.467 -0.67 1.73 1.35 -0.16
N -1.301 -1.027 0.699 0.17 -0.78 0.70 0.06
H 1.128 -1.213 -0.996 -0.34 -0.49 0.46 0.06
H 0.962 0.413 -1.253 -0.04 0.53 0.35 0.05
H -0.400 -0.569 -1.570 -0.34 -0.13 0.27 0.06
H 0.688 -0.613 1.251 -0.23 0.20 0.37 0.12
H -1.357 1.529 0.310 -0.10 -0.28 -0.60 0.12
H 0.270 1.981 0.730 0.50 -0.18 -0.02 0.11
H -1.392 3.002 3.500 -0.17 -1.01 0.40 0.06
H -2.048 3.133 1.940 -0.35 -0.46 -0.57 0.09
H -0.400 3.448 2.291 0.83 -0.61 -0.74 0.07
H -1.701 -0.884 1.615 -0.45 0.11 0.04 0.08
H -1.918 -0.691 -0.027 -0.54 0.11 0.02 0.05
C 5.244 -1.677 -5.691 -2.00 -0.86 0.52 -0.06
C 4.042 -1.488 -6.684 1.88 0.43 0.05 -0.38
C 2.704 -1.193 -5.948 0.44 0.04 -0.48 -0.19
O 2.415 -2.296 -5.108 0.33 -0.51 -0.20 -0.18
C 1.151 -2.349 -4.497 -0.77 0.87 0.21 -0.10
N 4.444 -0.474 -7.673 -0.78 1.24 -0.16 0.01
H 5.178 -0.914 -4.916 0.20 0.37 -0.13 0.06
H 6.250 -1.722 -6.108 -0.30 -0.02 -0.28 0.07
H 4.993 -2.593 -5.155 0.54 -0.27 0.17 0.07
H 3.873 -2.359 -7.318 0.03 -0.42 0.47 0.13
H 1.950 -1.002 -6.712 -0.38 -0.43 -0.20 0.12
H 2.729 -0.262 -5.383 0.40 0.19 0.42 0.11
H 0.949 -3.256 -3.927 0.70 -0.23 -0.38 0.07
H 0.320 -2.229 -5.191 0.01 -0.11 -0.53 0.08
H 1.005 -1.545 -3.776 0.28 0.39 0.25 0.07
H 5.330 -0.666 -8.118 -0.07 -1.03 -0.20 0.06
H 4.723 0.388 -7.227 -0.53 0.42 0.55 0.06
C 4.650 -2.306 3.496 -1.55 0.96 0.86 -0.04
C 3.843 -1.412 2.519 1.42 -2.88 0.05 -0.46
C 2.682 -0.699 3.128 -0.66 -0.40 0.29 -0.18
O 1.691 -1.662 3.553 0.31 0.45 0.42 -0.21
C 0.657 -1.090 4.374 -0.35 -0.52 -0.82 -0.07
N 4.814 -0.581 1.890 0.02 1.59 -0.31 0.07
H 3.917 -2.934 4.004 0.23 -0.55 -0.07 0.07
H 5.024 -1.649 4.281 0.60 -0.07 -0.02 0.08
H 5.432 -2.877 2.997 -0.11 0.10 0.09 0.06
H 3.519 -2.182 1.819 -0.99 0.09 -0.53 0.12
H 2.203 -0.038 2.406 0.15 0.36 -0.04 0.11
H 3.059 -0.122 3.973 -0.15 0.21 0.32 0.13
H 0.187 -0.257 3.852 0.19 0.44 0.19 0.07
H 0.952 -0.852 5.396 0.47 0.26 -0.11 0.09
H -0.135 -1.834 4.464 0.14 -0.28 -0.06 0.09
H 4.332 0.022 1.239 0.02 0.42 -0.26 0.05
H 5.401 -1.160 1.306 0.08 -0.04 -0.03 0.04
C -5.835 3.187 2.136 -0.02 1.19 -2.01 -0.08
C -5.846 2.244 3.265 1.85 -0.38 1.74 -0.44
C -4.401 1.742 3.614 -1.13 -0.43 -1.47 -0.21
O -4.526 0.657 4.494 1.08 -0.65 0.86 -0.19
C -3.283 -0.063 4.731 -1.45 -0.31 0.22 -0.06
N -6.323 2.840 4.512 -0.71 0.50 -0.54 0.04
H -6.819 3.487 1.777 -0.34 -0.38 0.14 0.08
H -5.319 2.761 1.275 -0.05 -0.30 -0.20 0.07
H -5.363 4.164 2.243 0.40 -0.12 0.87 0.08
H -6.545 1.427 3.088 0.61 -0.53 -0.67 0.13
H -3.832 2.577 4.023 0.08 0.17 0.25 0.11
H -3.905 1.410 2.702 0.24 0.00 -0.21 0.10
H -3.503 -0.902 5.390 -0.48 0.08 0.11 0.08
H -2.534 0.504 5.285 0.19 0.45 -0.61 0.09
H -2.968 -0.554 3.811 0.54 0.54 -0.21 0.07
H -7.248 2.434 4.522 -0.22 0.43 1.39 0.07
H -5.743 2.489 5.261 -0.52 -0.23 0.33 0.06
C -5.020 -0.628 0.952 -0.12 0.04 -0.06 -0.04
C -5.307 -1.580 -0.251 -0.28 1.95 1.61 -0.40
C -6.216 -2.719 0.090 -0.13 -1.50 0.57 -0.19
O -5.712 -3.706 1.012 -0.03 1.29 0.29 -0.17
C -4.589 -4.433 0.589 0.57 -0.64 -0.30 -0.11
N -5.853 -0.714 -1.351 0.31 -1.06 -0.39 0.05
H -4.333 0.186 0.722 0.46 -0.35 -0.44 0.06
H -4.621 -1.168 1.811 -0.07 -0.13 -0.03 0.08
H -5.872 -0.040 1.293 -0.61 -0.50 -0.02 0.07
H -4.347 -2.064 -0.430 0.16 0.44 -1.07 0.10
H -6.402 -3.257 -0.839 -0.47 0.01 -0.35 0.12
H -7.138 -2.368 0.553 -0.13 -0.01 -0.19 0.13
H -4.869 -5.148 -0.185 -0.05 -0.08 -0.29 0.09
H -4.166 -5.012 1.410 -0.45 0.07 0.27 0.09
H -3.719 -3.877 0.240 -0.18 0.43 -0.15 0.06
H -6.717 -0.233 -1.145 0.16 0.52 1.37 0.08
H -6.262 -1.268 -2.089 0.71 -0.78 -0.60 0.07
C -0.579 1.251 -4.447 -0.03 1.91 0.08 -0.01
C -0.752 2.788 -4.072 -0.72 -2.10 1.34 -0.38
C -1.398 2.941 -2.656 -1.54 -0.98 -1.28 -0.12
O -2.815 2.601 -2.641 0.08 0.45 0.20 -0.23
C -3.686 3.170 -3.614 0.79 0.41 -0.70 -0.08
N 0.571 3.314 -3.941 1.28 0.91 -0.43 0.00
H 0.119 1.261 -5.284 -0.23 -0.34 -0.41 0.07
H -1.524 0.768 -4.699 0.22 0.02 0.07 0.06
H -0.042 0.749 -3.643 -0.36 -0.07 0.20 0.06
H -1.165 3.364 -4.900 -1.27 -0.33 0.29 0.13
H -1.167 3.901 -2.194 -0.48 0.55 -0.23 0.12
H -0.994 2.203 -1.964 0.31 -0.15 -0.25 0.11
H -3.256 4.114 -3.949 -0.31 0.27 -0.01 0.09
H -4.718 3.315 -3.295 0.31 0.05 0.83 0.09
H -3.796 2.549 -4.503 0.39 -0.36 -0.10 0.08
H 0.492 4.269 -3.619 -0.03 0.46 0.39 0.09
H 0.780 3.500 -4.912 1.20 -0.20 -0.26 0.10
C -2.695 5.242 5.288 -0.77 0.11 0.08 -0.06
C -2.310 6.712 5.124 -0.13 -1.79 0.45 -0.44
C -3.131 7.655 6.021 1.19 -0.19 -0.39 -0.20
O -2.493 8.922 5.797 -1.82 0.69 1.65 -0.23
C -2.780 9.877 6.896 1.31 -1.26 -1.49 -0.05
N -0.894 6.792 5.402 0.25 0.96 0.15 0.04
H -2.512 4.839 6.284 0.24 0.44 0.36 0.08
H -2.105 4.585 4.650 -0.28 0.22 -0.32 0.05
H -3.773 5.135 5.164 -0.06 -0.36 -0.48 0.07
H -2.354 7.018 4.079 -0.77 0.08 -0.07 0.13
H -3.038 7.377 7.071 0.48 -0.20 0.29 0.12
H -4.207 7.584 5.868 -0.19 0.59 -0.69 0.12
H -3.846 9.941 7.114 0.04 0.39 -0.32 0.08
H -2.254 10.758 6.530 -0.72 0.39 0.30 0.09
H -2.257 9.549 7.795 -0.03 -0.19 0.15 0.08
H -0.694 6.372 6.298 0.08 -0.31 0.21 0.07
H -0.848 7.788 5.563 1.16 0.42 0.05 0.05
C 2.324 -4.006 -1.510 0.56 -0.80 0.13 -0.06
C 2.867 -5.307 -0.924 -0.21 0.50 0.83 -0.40
C 4.117 -5.074 0.007 -1.16 0.69 -0.64 -0.18
O 4.559 -6.247 0.682 0.94 -0.17 -0.48 -0.19
C 5.806 -6.166 1.434 -1.53 0.52 -0.37 -0.06
N 1.801 -5.935 -0.125 1.27 -0.93 -0.54 0.05
H 3.068 -3.672 -2.234 -0.35 0.62 -0.11 0.08
H 2.084 -3.275 -0.738 0.27 0.17 0.02 0.06
H 1.379 -4.290 -1.973 0.08 0.18 -0.25 0.07
H 3.089 -5.947 -1.778 0.21 -0.31 0.14 0.13
H 3.665 -4.367 0.703 0.32 0.25 0.70 0.10
H 4.853 -4.494 -0.549 0.60 -0.43 0.06 0.10
H 6.000 -7.147 1.868 -0.18 0.07 -0.13 0.09
H 5.639 -5.434 2.224 0.26 0.04 0.27 0.07
H 6.670 -5.851 0.849 -0.12 0.00 -0.35 0.07
H 1.548 -5.344 0.654 -0.12 0.47 -0.26 0.01
H 2.427 -6.598 0.310 -0.77 -1.21 0.64 0.05
C -3.291 -1.205 -5.266 -1.04 -0.35 0.77 -0.06
C -3.964 -2.583 -5.090 1.16 -0.38 -0.34 -0.42
C -4.061 -3.143 -3.623 1.29 0.45 -1.57 -0.16
O -2.806 -3.714 -3.232 -0.29 0.96 0.08 -0.17
C -1.987 -2.771 -2.529 -0.13 -0.56 0.27 -0.10
N -5.259 -2.533 -5.737 -0.85 0.04 -0.31 0.02
H -2.224 -1.210 -5.040 -0.19 -0.02 -0.11 0.05
H -3.831 -0.529 -4.604 0.29 0.36 0.27 0.07
H -3.505 -0.836 -6.269 0.42 -0.10 -0.19 0.07
H -3.330 -3.271 -5.650 0.28 -0.42 0.21 0.13
H -4.789 -3.954 -3.622 -0.19 0.23 0.26 0.12
H -4.292 -2.276 -3.003 -0.46 -0.25 0.45 0.09
H -1.077 -3.295 -2.236 -0.06 0.08 -0.06 0.08
H -2.483 -2.441 -1.616 -0.07 -0.14 0.17 0.05
H -1.765 -1.850 -3.067 0.04 -0.10 -0.44 0.06
H -5.170 -2.018 -6.601 0.02 0.59 0.01 0.06
H -5.492 -3.438 -6.120 -0.22 -0.51 0.50 0.07
```
Positions in Å, forces in eV/Å.

Output
Energy, a.u.: -3577.62577
HOMO, eV: -8.5
LUMO energy, eV: -0.02
Net charge: 0


Record 2
Computed, not measured: a structure of composition C40H16BrF19GeN2PReS2 at a distorted geometry, with ωB97M-V/def2-TZVPD.

Structure (XYZ):
```
83
Properties=species:S:1:pos:R:3:forces:R:3:lowdin_spin:R:1
Re -0.771 0.666 0.651 -0.87 -0.70 -0.93 2.37
F -0.288 6.053 5.027 0.00 0.01 0.01 0.00
C -0.267 4.822 4.594 -0.01 0.13 0.08 0.00
C -0.230 3.759 5.476 0.02 0.03 0.17 0.00
F -0.208 3.973 6.767 -0.01 0.01 0.02 0.00
C -0.203 2.457 4.993 -0.02 -0.11 0.14 0.00
F -0.126 1.489 5.897 0.05 0.24 -0.06 0.00
C -0.241 2.156 3.641 0.01 -0.13 -0.03 0.01
P -0.227 0.419 3.051 0.26 0.07 0.27 0.02
C -1.422 -0.640 3.878 -0.09 -0.04 -0.09 0.00
C -1.325 -0.904 5.252 0.00 -0.09 0.09 0.00
C -2.253 -1.734 5.857 0.00 0.00 0.00 0.00
C -3.261 -2.336 5.109 0.03 0.02 0.08 0.00
C -3.328 -2.125 3.740 -0.03 -0.03 -0.02 0.00
C -2.415 -1.280 3.129 0.11 -0.03 0.13 0.00
C 1.418 -0.186 3.407 -0.01 -0.06 -0.07 0.01
C 2.511 0.684 3.382 0.01 0.01 -0.03 0.00
C 3.775 0.200 3.674 0.03 0.00 -0.03 0.00
C 3.951 -1.147 3.977 0.03 0.01 0.00 0.00
C 2.866 -2.016 3.988 -0.01 -0.02 -0.02 0.00
C 1.595 -1.542 3.698 -0.01 0.02 0.03 0.00
C -0.242 3.260 2.791 0.02 -0.07 -0.04 0.02
Br -0.064 3.084 0.896 0.20 0.31 0.02 0.06
C -0.255 4.562 3.229 -0.03 0.20 -0.17 0.01
F -0.238 5.565 2.368 0.00 -0.07 0.04 0.00
H -0.528 -0.490 5.852 -0.12 -0.15 -0.11 0.00
H -2.180 -1.916 6.922 -0.01 -0.03 -0.05 0.00
H -3.973 -2.990 5.596 0.02 0.02 -0.03 0.00
H -4.078 -2.630 3.142 0.04 0.03 0.03 0.00
H -2.461 -1.160 2.058 -0.03 0.01 -0.08 0.00
H 2.381 1.736 3.153 0.01 -0.02 0.04 0.00
H 4.624 0.872 3.678 -0.04 -0.03 0.00 0.00
H 4.940 -1.519 4.215 -0.04 0.02 0.00 0.00
H 3.008 -3.059 4.241 -0.01 0.04 0.00 0.00
H 0.745 -2.214 3.731 0.03 0.01 0.03 0.00
C 0.902 -2.967 0.559 0.14 -0.02 -0.21 0.01
N 1.098 -2.557 -0.841 -0.07 -0.10 0.30 0.01
C 1.262 -3.430 -1.898 -0.02 -0.02 0.13 0.00
C 1.482 -2.688 -3.007 -0.02 0.15 -0.04 0.00
N 1.440 -1.375 -2.603 0.07 -0.01 -0.21 0.00
C 1.208 -1.301 -1.288 -0.14 -0.20 -0.11 0.04
S 1.249 0.201 -0.400 -0.10 0.04 0.39 0.16
H 0.498 -3.974 0.570 -0.01 -0.02 -0.04 0.00
H 0.199 -2.299 1.042 -0.10 0.07 0.00 0.00
H 1.852 -2.946 1.088 0.05 0.02 -0.03 0.00
H 1.218 -4.500 -1.774 -0.02 0.06 0.05 0.00
H 1.654 -2.982 -4.029 0.02 0.05 0.03 0.00
H 1.600 -0.575 -3.200 -0.04 0.02 -0.01 0.00
F -6.794 -0.906 -2.230 0.07 0.06 0.05 0.00
C -6.242 -2.008 -1.723 0.08 0.08 -0.04 0.00
C -5.133 -1.922 -0.892 0.20 -0.02 0.05 0.00
C -4.626 -3.106 -0.377 0.03 0.14 0.17 0.00
F -3.589 -3.069 0.495 -0.05 0.10 -0.09 0.00
C -5.163 -4.330 -0.685 0.11 -0.31 0.11 0.00
F -4.650 -5.444 -0.179 -0.03 0.08 -0.02 0.00
C -6.261 -4.385 -1.528 -0.15 -0.28 -0.09 0.00
F -6.789 -5.549 -1.828 0.01 0.05 0.01 0.00
C -6.808 -3.222 -2.043 -0.22 -0.08 -0.15 0.00
F -7.862 -3.283 -2.832 0.01 0.00 0.00 0.00
Ge -4.334 -0.237 -0.454 -0.48 0.24 0.04 0.03
S -2.048 -0.717 -0.574 0.79 0.22 0.34 0.16
C -4.731 0.317 1.366 0.01 -0.07 -0.14 0.01
C -3.912 1.160 2.068 -0.01 -0.02 0.00 0.00
F -2.723 1.601 1.462 0.09 0.06 0.03 0.03
C -4.150 1.606 3.341 0.24 0.15 0.02 0.00
F -3.275 2.383 3.975 0.00 0.03 -0.01 0.00
C -5.320 1.201 3.961 -0.12 0.03 0.19 0.00
F -5.583 1.602 5.183 0.02 0.00 -0.01 0.00
C -6.201 0.367 3.292 -0.13 -0.03 0.14 0.00
F -7.310 -0.015 3.885 0.01 -0.01 -0.03 0.00
C -5.900 -0.067 2.011 0.07 -0.07 -0.05 0.00
F -6.768 -0.870 1.411 0.02 0.00 -0.07 0.00
C -4.675 1.171 -1.708 0.17 -0.17 -0.01 0.01
C -4.482 0.870 -3.050 0.07 -0.11 0.04 0.00
F -3.894 -0.295 -3.373 -0.02 0.02 0.09 0.00
C -4.888 1.708 -4.059 0.04 -0.04 -0.31 0.00
F -4.691 1.398 -5.329 -0.01 0.00 0.10 0.00
C -5.518 2.896 -3.719 -0.10 0.20 -0.24 0.00
F -5.924 3.708 -4.665 0.03 -0.01 0.03 0.00
C -5.712 3.238 -2.391 -0.11 0.21 0.08 0.00
F -6.298 4.380 -2.082 0.03 -0.02 0.00 0.00
C -5.283 2.379 -1.401 0.02 0.02 0.06 0.00
F -5.473 2.751 -0.129 0.02 -0.12 0.04 0.00
```
Positions in Å, forces in eV/Å.

Output
Energy, a.u.: -9406.74131
HOMO (alpha / beta), eV: -16.2 / -16.2
Spin multiplicity: 4
LUMO energy (alpha / beta), eV: -10.40 / -11.19
Expectation value of S²: 3.78
Net charge: +3